Record 1
{"formula": "C15H30N2O4P2Zr", "method": "ωB97M-V/def2-TZVPD", "elements": ["Zr", "P", "P", "N", "H", "C", "H", "H", "H", "C", "H", "H", "H", "C", "H", "H", "H", "C", "H", "H", "H", "C", "H", "H", "H", "C", "H", "H", "H", "C", "C", "C", "C", "C", "C", "H", "H", "H", "H", "H", "C", "O", "C", "H", "H", "H", "C", "H", "H", "H", "O", "N", "O", "O"], "positions_angstrom": [[0.212749, 0.391261, 0.087424], [-0.817328, 1.635466, -2.198746], [0.677011, -1.218609, 2.346892], [-0.825092, -1.239192, -0.221350], [-1.371183, 1.098660, -0.659680], [0.329879, 1.297373, -3.661734], [0.112732, 1.998929, -4.488587], [0.151729, 0.263341, -4.006814], [1.399925, 1.403559, -3.388826], [-0.780855, 3.503265, -2.225842], [-1.067978, 3.795949, -3.247887], [0.202824, 3.955187, -2.051777], [-1.481158, 3.912995, -1.505779], [-2.428466, 1.050389, -2.879248], [-2.782058, 1.687365, -3.699376], [-3.184336, 1.052795, -2.079059], [-2.255640, 0.013442, -3.212030], [2.061487, -2.408134, 2.298124], [2.242315, -2.796729, 3.304330], [2.962134, -1.914524, 1.928495], [1.807309, -3.234437, 1.630958], [1.067280, -0.301927, 3.866929], [1.072988, -1.005592, 4.707078], [0.319309, 0.483082, 4.013881], [2.051216, 0.166217, 3.764426], [-0.677037, -2.296471, 2.913869], [-0.424488, -2.735817, 3.888320], [-0.850219, -3.089127, 2.176799], [-1.587507, -1.692651, 3.003610], [-1.809616, -2.028712, -0.579400], [-2.646100, -3.921073, -1.843673], [-1.627534, -3.038396, -1.580852], [-3.119407, -1.842929, -0.040630], [-4.122024, -2.752579, -0.330924], [-3.891415, -3.799353, -1.233624], [-2.470396, -4.741253, -2.552896], [-0.658007, -3.071968, -2.093097], [-3.291154, -0.979781, 0.616667], [-5.086403, -2.651039, 0.145309], [-4.694240, -4.505535, -1.461029], [3.543414, 0.806078, 0.000588], [2.304133, 0.267420, -0.036410], [4.075558, 1.134909, -1.337474], [4.364941, 2.199278, -1.389971], [3.316001, 0.902747, -2.115182], [4.961360, 0.562355, -1.633436], [3.787859, 1.645186, 1.206462], [4.590942, 1.253121, 1.852040], [2.868982, 1.651607, 1.799550], [4.119466, 2.649482, 0.916954], [-1.018992, 3.863948, 1.297617], [-0.617122, 2.980568, 2.051406], [-0.523357, 3.025216, 3.274423], [-0.219992, 1.751886, 1.452685]], "forces_ev_per_a": [[-3.620, -2.991, -1.474], [3.056, -0.510, -0.141], [0.121, 0.121, -0.114], [2.622, 2.599, 0.025], [-0.929, 0.368, 0.959], [-0.448, 0.446, -0.747], [0.159, -0.363, -0.055], [0.134, 0.399, 0.136], [-0.777, 0.001, 0.086], [-0.417, -0.480, -0.449], [-0.148, 0.001, 0.305], [-0.100, -0.558, 0.156], [-0.092, 0.065, 0.076], [0.222, 0.183, 0.391], [0.221, -0.231, 0.043], [0.321, -0.076, -0.274], [-0.211, 0.382, 0.078], [-0.020, -0.050, 0.059], [0.076, -0.065, -0.097], [0.003, -0.077, 0.026], [0.065, 0.084, 0.002], [-0.019, -0.086, 0.210], [0.081, 0.294, 0.075], [0.142, -0.091, 0.074], [-0.101, -0.011, 0.098], [-0.139, 0.074, -0.061], [-0.079, 0.054, -0.207], [-0.042, 0.223, 0.116], [0.114, -0.217, -0.013], [-1.625, -0.776, -0.844], [-0.212, -0.574, -0.559], [0.270, 0.616, 0.763], [0.306, -0.317, 0.057], [0.304, -0.152, -0.424], [-0.467, -0.092, 0.306], [-0.148, 0.383, 0.211], [-0.385, -0.157, 0.306], [0.135, -0.471, -0.191], [-0.166, 0.039, -0.051], [0.317, 0.193, 0.087], [-6.883, 0.077, -0.744], [6.568, 1.767, -0.035], [0.740, -0.598, -1.175], [-0.164, -0.439, 0.176], [0.357, 0.212, 0.686], [0.084, 0.052, 0.227], [0.864, -0.662, 0.757], [-0.139, 0.009, -0.211], [0.201, 0.196, -0.101], [-0.237, -0.197, -0.037], [0.807, -1.552, 1.201], [-0.096, -0.945, -0.404], [-0.096, -0.049, -2.019], [-0.533, 3.953, 2.732]], "homo_energy_ev": [-6.0, -6.0], "spin_multiplicity": 1, "homo_lumo_gap_ev": [4.461, 4.201]}

***

Record 2
{"formula": "C2H3NP2", "method": "ωB97M-V/def2-TZVPD", "elements": ["C", "N", "C", "P", "P", "H", "H", "H"], "positions_angstrom": [[0.952026, -0.006463, 0.133841], [0.003501, 1.466425, 0.076857], [-1.253458, 1.286719, 0.017630], [-2.107586, -0.272062, 0.032517], [-0.184866, -1.177506, 0.117517], [1.892680, 0.248605, 0.299887], [-1.630242, 2.276753, 0.097402], [0.434269, -2.501395, 0.314149]], "forces_ev_per_a": [[-6.979, 3.864, -0.630], [4.899, -3.699, 0.104], [0.576, -1.228, 0.382], [-0.348, -0.527, -0.051], [0.786, -0.528, 0.209], [4.017, 0.528, 0.495], [-1.776, 0.517, -0.237], [-1.176, 1.073, -0.271]], "smiles": "C1=NC=P#[PH]1", "homo_energy_ev": -8.3, "e_above_lowest_kcal_mol": 64.0, "spin_multiplicity": 1, "homo_lumo_gap_ev": 8.223}

***

Number 1: total energy -47064.4852 eV. Number 2: total energy -22186.0855 eV.